Record 1
Density functional theory data (ωB97M-V/def2-TZVPD) for C23H23NSn as an isolated structure in a non-equilibrium geometry.

XYZ file:
```
48
Properties=species:S:1:pos:R:3
C -0.94 -0.97 -2.62
C 1.73 -0.14 -3.16
C -1.23 0.35 -2.81
H -1.63 -1.58 -1.98
C 1.45 1.12 -2.85
H 2.69 -0.58 -2.83
H -1.95 0.87 -2.15
H 2.23 1.72 -2.33
C -0.81 1.19 -3.97
H -1.61 1.92 -4.19
H -0.71 0.66 -4.93
C -0.07 -1.79 -3.55
H -0.70 -2.23 -4.35
H 0.42 -2.63 -3.01
C 1.05 -0.98 -4.21
H 0.72 -0.42 -5.10
H 1.79 -1.68 -4.64
C 0.44 1.98 -3.59
H 0.92 2.41 -4.49
H 0.12 2.83 -2.96
Sn 0.42 0.15 -0.68
H -1.83 1.13 0.14
C -3.99 -1.34 0.55
C -4.02 -1.44 1.93
C -2.95 -0.86 2.65
C -1.89 -0.22 1.98
C -1.97 0.10 0.56
C -3.01 -0.60 -0.12
C -0.67 -0.02 2.72
C -0.67 -0.03 4.16
C 0.48 0.13 4.87
C 1.64 0.38 4.11
C 2.88 0.53 4.76
C 4.04 0.72 4.04
C 3.98 0.72 2.64
C 2.80 0.50 1.95
C 1.60 0.32 2.66
N 0.45 0.06 1.96
H -4.78 -1.73 -0.09
H -4.87 -1.94 2.39
H -2.90 -1.03 3.73
H -3.12 -0.42 -1.21
H -1.55 -0.17 4.75
H 0.56 0.16 5.96
H 2.89 0.49 5.84
H 4.97 0.94 4.56
H 4.87 0.89 2.06
H 2.75 0.51 0.86
```

Calculated values
Energy above the lowest of the compared OMol25 structures with the same formula, charge and spin ... 1.306 eV
HOMO level ... -5.05 eV
Gap between HOMO and LUMO ... 4.454 eV

Record 2
Density functional theory data (ωB97M-V/def2-TZVPD) for a 2-piece molecular cluster, C23H24BCl3N2O2 overall in a non-equilibrium geometry.

XYZ file:
```
55
Properties=species:S:1:pos:R:3
Cl 1.93 0.66 -3.07
B 0.95 -0.95 -3.33
Cl 0.63 -1.12 -5.21
Cl 2.06 -2.34 -2.66
O -0.34 -0.88 -2.68
C -1.32 -1.89 -2.78
C -2.31 -1.74 -3.95
C -2.98 -2.89 -4.41
C -4.24 -2.77 -4.99
C -4.73 -1.49 -5.27
C -4.02 -0.34 -4.91
C -2.75 -0.47 -4.36
H -0.90 -2.92 -2.69
H -2.49 -3.87 -4.32
H -4.80 -3.66 -5.25
H -5.63 -1.38 -5.86
H -4.42 0.66 -5.08
H -2.08 0.39 -4.26
C 1.00 2.66 -0.10
N 0.23 1.92 0.86
C 0.56 0.75 1.50
H -1.99 -1.81 -1.96
C 1.88 0.23 1.81
C 2.55 -0.66 0.97
C 3.82 -1.11 1.27
C 4.48 -0.70 2.47
O 5.76 -1.10 2.76
C 6.24 -0.61 4.07
C 3.75 0.16 3.35
C 2.48 0.58 3.03
N -0.60 0.19 1.93
C -0.87 -1.20 2.26
C -1.63 1.14 1.85
C -1.11 2.24 1.20
C -1.66 3.50 1.38
C -2.57 3.65 2.43
C -3.09 2.53 3.10
C -2.72 1.23 2.71
H 0.33 3.44 -0.50
H 1.87 3.13 0.38
H 1.31 2.00 -0.93
H 2.02 -0.96 0.06
H 4.30 -1.77 0.55
H 7.23 -1.03 4.19
H 6.28 0.49 4.11
H 5.58 -0.96 4.89
H 4.20 0.54 4.28
H 1.95 1.21 3.75
H -1.94 -1.26 2.49
H -0.66 -1.82 1.38
H -0.28 -1.54 3.13
H -1.38 4.31 0.70
H -2.89 4.65 2.75
H -3.79 2.66 3.93
H -3.20 0.32 3.05
```

Calculated values
Energy above the lowest of the compared OMol25 structures with the same formula, charge and spin ... 0.000 eV
HOMO level ... -7.77 eV
Gap between HOMO and LUMO ... 7.050 eV

Record 3
Density functional theory data (ωB97M-V/def2-TZVPD) for C23H24BN4O2RuS as an isolated structure.

XYZ file:
```
56
Properties=species:S:1:pos:R:3
Ru -0.43 0.90 0.30
C 2.56 1.96 -0.46
N 1.91 0.86 0.26
C 2.44 -0.43 -0.25
C 2.22 0.90 1.70
C 3.37 1.46 2.21
C 3.59 1.48 3.58
C 2.63 0.94 4.43
C 1.48 0.35 3.93
C 1.26 0.29 2.55
N 0.14 -0.19 1.90
C -0.79 -1.08 2.41
C -0.67 -1.84 3.58
C -1.72 -2.63 4.02
C -2.90 -2.71 3.31
C -3.00 -2.04 2.10
C -1.96 -1.25 1.64
N -1.93 -0.70 0.27
C -1.46 -1.85 -0.57
C -3.28 -0.31 -0.21
H 3.64 1.82 -0.50
H 2.34 2.90 0.04
H 2.18 1.99 -1.48
H 3.52 -0.48 -0.08
H 2.22 -0.52 -1.31
H 1.96 -1.25 0.30
H 4.10 1.90 1.55
H 4.48 1.93 3.98
H 2.77 0.99 5.50
H 0.73 0.00 4.61
H 0.25 -1.82 4.15
H -1.60 -3.19 4.94
H -3.72 -3.31 3.67
H -3.90 -2.15 1.51
H -2.14 -2.69 -0.45
H -0.46 -2.14 -0.25
H -1.44 -1.54 -1.62
H -3.90 -1.20 -0.36
H -3.17 0.22 -1.14
H -3.74 0.34 0.53
S -0.12 3.12 1.43
C -1.38 2.95 0.36
N -2.03 2.48 -0.50
O -1.46 0.65 -2.60
B -0.33 0.73 -1.75
O 0.81 0.63 -2.58
C 0.38 0.50 -3.87
C 1.11 0.38 -5.03
C 0.39 0.27 -6.22
C -1.00 0.28 -6.22
C -1.73 0.41 -5.05
C -1.01 0.52 -3.88
H 2.20 0.38 -5.01
H 0.93 0.18 -7.15
H -1.52 0.20 -7.17
H -2.81 0.42 -5.05
```

Calculated values
Energy above the lowest of the compared OMol25 structures with the same formula, charge and spin ... 1.518 eV
HOMO level (alpha / beta) ... -7.07 / -7.09 eV
Multiplicity ... 2
Gap between HOMO and LUMO (alpha / beta) ... 7.234 / 7.053 eV

Record 4
Density functional theory data (ωB97M-V/def2-TZVPD) for C23H24BN9O3OsS as an isolated structure in a non-equilibrium geometry.

XYZ file:
```
62
Properties=species:S:1:pos:R:3
Os -1.01 -0.07 -0.22
C -0.24 1.47 3.27
C 0.84 0.69 2.65
C 2.13 0.41 3.16
C 2.74 -0.36 2.20
N 1.88 -0.53 1.17
N 0.73 0.09 1.45
B 2.10 -1.21 -0.20
N 1.03 -2.30 -0.35
C 1.12 -3.64 -0.42
C -0.14 -4.18 -0.55
C -1.02 -3.10 -0.53
C -2.49 -3.18 -0.57
N -0.29 -1.96 -0.42
N 1.79 -0.14 -1.28
C 2.59 0.35 -2.25
C 1.89 1.31 -2.96
C 0.63 1.38 -2.36
C -0.51 2.22 -2.75
N 0.59 0.49 -1.34
N 3.58 -1.59 -0.32
C 4.28 -2.75 -0.54
C 5.61 -2.46 -0.52
C 5.67 -1.04 -0.29
C 6.84 -0.19 -0.20
N 4.41 -0.57 -0.18
H 0.07 1.82 4.25
H -0.51 2.33 2.65
H -1.14 0.87 3.37
H 2.53 0.73 4.09
H 3.72 -0.80 2.20
H 2.05 -4.17 -0.35
H -0.40 -5.22 -0.65
H -2.78 -4.16 -0.96
H -2.90 -3.08 0.43
H -2.94 -2.40 -1.19
H 3.58 -0.01 -2.41
H 2.24 1.87 -3.81
H -0.26 2.80 -3.64
H -1.39 1.61 -2.97
H -0.80 2.93 -1.97
H 3.82 -3.70 -0.70
H 6.44 -3.12 -0.65
H 7.77 -0.76 -0.31
H 6.81 0.61 -0.95
H 6.85 0.38 0.73
O -2.91 -0.53 0.45
C -3.24 0.69 0.35
N -2.26 1.52 0.00
S -2.82 3.14 0.14
O -2.57 3.80 -1.09
O -2.23 3.60 1.35
C -4.55 2.65 0.38
C -5.68 3.40 0.42
C -6.90 2.72 0.59
C -6.93 1.34 0.75
C -5.76 0.59 0.72
C -4.56 1.27 0.52
H -5.67 4.48 0.30
H -7.82 3.29 0.59
H -7.88 0.84 0.89
H -5.76 -0.48 0.84
```

Calculated values
Total charge ... +3
HOMO level (alpha / beta) ... -16.90 / -17.11 eV
Multiplicity ... 6
Gap between HOMO and LUMO (alpha / beta) ... 8.346 / 3.804 eV

Record 5
Density functional theory data (ωB97M-V/def2-TZVPD) for C23H24BrClN2SeSiTc as an isolated structure in a non-equilibrium geometry.

XYZ file:
```
54
Properties=species:S:1:pos:R:3
Tc -0.93 -1.00 0.03
C 3.16 -1.49 2.10
Si 2.21 -2.09 0.60
C 3.31 -2.52 -0.86
C 1.37 -3.67 1.15
N 1.03 -0.85 0.09
C 1.48 0.44 -0.26
C 0.54 1.43 -0.61
C 0.92 2.72 -0.93
C 2.26 3.07 -0.92
C 3.20 2.12 -0.58
C 2.82 0.83 -0.25
H 3.68 -2.33 2.56
H 2.46 -1.10 2.84
H 3.90 -0.71 1.91
H 3.87 -3.43 -0.65
H 4.02 -1.74 -1.14
H 2.68 -2.72 -1.73
H 2.16 -4.29 1.58
H 0.92 -4.23 0.34
H 0.62 -3.51 1.91
H -0.53 1.22 -0.62
H 0.16 3.45 -1.18
H 2.56 4.08 -1.17
H 4.26 2.38 -0.56
H 3.59 0.12 0.02
Cl 0.17 7.72 -0.35
C -0.73 6.25 -0.16
C -1.43 5.73 -1.24
C -2.13 4.56 -1.09
C -2.15 3.86 0.14
C -2.81 2.64 0.27
C -1.44 4.43 1.22
C -0.73 5.61 1.08
H -1.42 6.26 -2.19
H -2.68 4.15 -1.93
H -3.32 2.20 -0.58
H -2.85 2.11 1.21
H -1.44 3.93 2.18
H -0.18 6.03 1.90
Se -5.66 -0.14 0.86
C -3.98 -0.42 0.57
N -2.82 -0.60 0.38
Br -2.50 -7.45 -0.99
C -2.07 -5.62 -0.70
C -2.41 -5.03 0.50
C -2.10 -3.69 0.70
C -1.43 -2.95 -0.28
C -1.12 -3.58 -1.49
C -1.43 -4.91 -1.71
H -2.91 -5.60 1.27
H -2.38 -3.23 1.64
H -0.62 -3.03 -2.27
H -1.19 -5.39 -2.64
```

Calculated values
Energy above the lowest of the compared OMol25 structures with the same formula, charge and spin ... 1.531 eV
HOMO level (alpha / beta) ... -7.48 / -8.28 eV
Multiplicity ... 4
Gap between HOMO and LUMO (alpha / beta) ... 5.659 / 6.914 eV

Record 6
Density functional theory data (ωB97M-V/def2-TZVPD) for C23H24CoN5O4 as an isolated structure in a non-equilibrium geometry.

XYZ file:
```
57
Properties=species:S:1:pos:R:3
Co 0.19 0.25 -0.52
C 1.13 3.56 -3.37
O -0.17 3.49 -3.94
C -1.26 3.10 -3.21
C -2.40 3.87 -3.43
C -3.62 3.54 -2.85
C -3.69 2.42 -2.05
C -2.56 1.64 -1.79
C -2.77 0.39 -1.06
N -1.81 -0.33 -0.66
N -2.11 -1.58 -0.11
C -0.98 -2.25 -0.07
O 0.15 -1.80 -0.45
C -1.02 -3.65 0.44
C -2.22 -4.33 0.60
C -2.23 -5.63 1.09
C -1.03 -6.26 1.43
C 0.17 -5.58 1.27
C 0.18 -4.28 0.78
C -1.30 1.98 -2.34
O -0.21 1.27 -2.12
H 1.75 4.04 -4.12
H 1.52 2.58 -3.12
H 1.12 4.19 -2.48
H -2.30 4.72 -4.08
H -4.49 4.14 -3.05
H -4.64 2.11 -1.63
H -3.80 0.04 -0.92
H -3.14 -3.83 0.34
H -3.17 -6.16 1.20
H -1.04 -7.27 1.81
H 1.10 -6.06 1.53
H 1.10 -3.75 0.63
N -1.49 3.07 2.25
C -0.75 2.40 1.36
O -0.77 1.16 1.31
C 0.12 3.18 0.41
C 1.28 2.32 0.01
H -2.15 2.55 2.81
H -1.53 4.07 2.25
H 0.44 4.13 0.86
H -0.50 3.43 -0.45
H 1.97 2.08 0.82
H 1.77 2.56 -0.92
N 4.99 -1.91 3.18
C 4.00 -1.42 2.38
C 4.17 -1.30 1.00
C 3.14 -0.79 0.24
N 1.97 -0.39 0.75
C 1.81 -0.51 2.07
C 2.77 -1.01 2.92
H 5.78 -2.37 2.76
H 4.78 -2.17 4.13
H 5.09 -1.61 0.52
H 3.24 -0.71 -0.83
H 0.85 -0.20 2.46
H 2.57 -1.09 3.97
```

Calculated values
Energy above the lowest of the compared OMol25 structures with the same formula, charge and spin ... 1.249 eV
HOMO level (alpha / beta) ... -7.04 / -7.15 eV
Multiplicity ... 5
Gap between HOMO and LUMO (alpha / beta) ... 7.556 / 6.304 eV

Record 7
Density functional theory data (ωB97M-V/def2-TZVPD) for a 8-piece molecular cluster, C23H24F7O23 overall in a non-equilibrium geometry.

XYZ file:
```
77
Properties=species:S:1:pos:R:3
C 7.63 -8.31 9.78
C 8.67 -8.25 10.91
O 9.63 -9.06 10.85
O 8.51 -7.38 11.80
H 8.08 -7.75 8.96
H 6.68 -7.88 10.07
H 7.46 -9.32 9.42
C 9.22 -9.03 14.40
C 10.33 -7.99 14.20
O 11.32 -8.38 15.11
C 10.90 -9.44 15.86
O 11.50 -9.89 16.78
O 9.73 -9.92 15.39
F 9.80 -6.76 14.56
H 9.01 -9.49 13.43
H 8.33 -8.55 14.80
H 10.70 -7.86 13.20
C 8.31 -11.76 10.91
C 9.22 -12.54 11.86
O 8.47 -13.72 12.11
C 7.56 -13.91 11.13
O 6.98 -14.91 10.90
O 7.46 -12.78 10.37
F 9.33 -11.93 13.07
H 8.88 -11.29 10.11
H 7.71 -11.00 11.41
H 10.20 -12.72 11.44
C 12.64 -9.26 11.98
C 12.61 -7.91 11.30
O 13.23 -8.19 10.07
C 14.11 -9.21 10.26
O 14.91 -9.59 9.47
O 13.90 -9.78 11.47
F 13.39 -7.01 11.98
H 11.84 -9.91 11.64
H 12.80 -9.14 13.05
H 11.62 -7.49 11.17
C 4.45 -11.27 8.65
C 4.20 -12.76 8.47
O 3.51 -12.79 7.22
C 3.83 -11.68 6.52
O 3.53 -11.47 5.40
O 4.57 -10.83 7.29
F 3.47 -13.31 9.44
H 5.32 -11.12 9.28
H 3.54 -10.78 9.03
H 5.13 -13.31 8.32
C 4.83 -9.05 12.16
C 5.94 -9.28 13.19
O 6.09 -10.67 13.09
C 4.92 -11.23 12.66
O 4.72 -12.39 12.59
O 4.06 -10.25 12.29
F 5.44 -8.98 14.43
H 5.23 -8.96 11.15
H 4.18 -8.19 12.30
H 6.81 -8.67 12.99
C 10.41 -9.21 7.71
C 11.23 -10.45 7.45
O 12.52 -9.99 7.19
C 12.52 -8.61 7.16
O 13.43 -7.96 6.80
O 11.36 -8.14 7.66
F 10.76 -11.15 6.38
H 9.91 -9.15 8.67
H 9.65 -9.09 6.93
H 11.27 -11.14 8.30
C 6.29 -4.71 11.60
C 6.56 -3.42 10.89
O 6.46 -2.50 11.95
C 5.61 -3.02 12.89
O 5.21 -2.44 13.83
O 5.32 -4.32 12.57
F 5.56 -3.13 9.99
H 7.20 -5.10 12.06
H 5.93 -5.51 10.95
H 7.49 -3.32 10.35
```

Calculated values
Energy above the lowest of the compared OMol25 structures with the same formula, charge and spin ... 0.000 eV
Total charge ... -1
HOMO level ... -7.70 eV
Gap between HOMO and LUMO ... 9.552 eV

Record 8
Density functional theory data (ωB97M-V/def2-TZVPD) for C23H24FN4O10PbS2 as an isolated structure.

XYZ file:
```
65
Properties=species:S:1:pos:R:3
Pb -0.44 -3.20 -0.79
F 0.21 -1.69 4.94
C 0.39 -0.86 3.89
C 0.97 -1.32 2.75
C 1.02 -0.48 1.63
C 1.29 -1.08 0.34
O 1.46 -2.33 0.26
C 1.25 -0.21 -0.78
C 0.90 1.10 -0.60
N 0.54 1.62 0.58
C -0.05 2.95 0.62
C -0.97 3.36 -0.50
C -1.53 3.04 0.86
C 0.57 0.84 1.72
C 0.01 1.30 2.92
C -0.15 0.44 3.97
N -1.08 0.79 5.00
C -0.66 0.67 6.38
C -1.69 1.35 7.27
N -3.02 0.69 7.04
C -3.44 0.74 5.59
C -2.35 0.09 4.76
C 1.34 -0.68 -2.20
O 1.75 0.09 -3.06
O 0.92 -1.88 -2.45
H 1.28 -2.35 2.66
H 0.84 1.75 -1.45
H 0.59 3.70 1.05
H -1.18 2.64 -1.28
H -0.92 4.39 -0.82
H -2.06 2.10 0.96
H -1.89 3.86 1.48
H -0.43 2.28 2.99
H 0.30 1.18 6.52
H -0.53 -0.37 6.71
H -1.81 2.40 7.01
H -1.45 1.25 8.32
H -3.74 1.13 7.63
H -2.96 -0.29 7.32
H -3.56 1.79 5.33
H -4.39 0.22 5.49
H -2.60 0.14 3.70
H -2.28 -0.98 5.02
N 2.16 -2.63 -4.62
C 2.34 -2.00 -5.73
C 3.19 -2.56 -6.77
C 3.33 -1.94 -7.94
C 2.59 -0.71 -8.21
C 1.84 -0.09 -7.12
C 1.70 -0.71 -5.95
S 2.12 -0.37 -9.86
O 1.03 0.51 -10.05
O 2.51 -1.32 -10.84
O 3.34 0.28 -9.10
H 2.62 -3.52 -4.50
H 1.57 -2.27 -3.79
H 3.71 -3.49 -6.56
H 3.96 -2.33 -8.73
H 1.39 0.88 -7.31
H 1.16 -0.27 -5.11
O -2.08 -0.32 1.54
S -2.28 -1.51 0.73
O -1.44 -2.66 1.26
O -1.59 -1.29 -0.65
O -3.65 -1.89 0.54
```

Calculated values
Total charge ... +1
HOMO level ... -10.48 eV
Gap between HOMO and LUMO ... 6.389 eV